1.
C19H42BClN6O17PS4 | the ωB97M-V functional and the def2-TZVPD basis

Its energy above the lowest of the compared OMol25 structures with the same formula, charge and spin is 0.000 eV. The calculation puts the strongest force on any atom at 5.20 eV/A. The electronic energy comes out at -129947.497 eV. The charge is +1.

Cartesian coordinates (Å):
C 4.189440 -0.403375 -0.369511
C 3.442374 0.844654 -1.082704
C 1.953310 0.389909 -1.492571
C 0.917474 1.596289 -1.626136
C 1.105182 2.506098 -2.928117
C 0.065758 2.229743 -4.106786
C -1.457516 2.105604 -3.650464
C -1.995846 3.324555 -2.776505
C -3.571864 3.627952 -3.002318
N -4.414486 3.187862 -1.831252
P -4.112592 3.981438 -0.265673
N -4.005475 2.936207 0.935333
C -5.362195 2.247307 -1.899123
N -5.717485 1.568319 -3.125019
C -6.757825 0.679467 -2.737104
B -7.569941 -0.330381 -3.761419
N -8.976140 0.078847 -4.047280
O -6.962629 -1.497100 -4.328253
N -7.042704 0.746155 -1.322382
Cl -8.160906 -0.156094 -0.400441
N -6.192272 1.717373 -0.869878
H 4.598327 -1.054556 -1.204986
H 3.407412 -1.015852 0.180626
H 4.986291 -0.016737 0.342339
H 3.354422 1.742263 -0.390907
H 4.001813 1.050510 -2.048473
H 1.580086 -0.257608 -0.616976
H 1.928302 -0.303840 -2.402341
H -0.125423 1.172686 -1.478846
H 1.106869 2.282715 -0.721707
H 1.180117 3.602916 -2.616914
H 2.143405 2.248026 -3.350758
H 0.326249 1.319816 -4.730355
H 0.125117 3.134803 -4.814743
H -1.561142 1.133761 -3.052208
H -2.071944 1.940036 -4.607415
H -1.826035 3.045526 -1.676168
H -1.443072 4.290172 -2.993989
H -3.895684 3.171374 -3.986353
H -3.668716 4.770910 -3.036393
H -2.895442 4.733020 -0.397545
H -5.200886 4.909900 -0.054086
H -3.068123 3.046419 1.346164
H -9.325811 0.574809 -3.217915
H -9.562637 -0.741615 -4.246841
H -7.009410 -2.248705 -3.702131
H -6.159018 2.007630 0.117020
C 8.764843 0.132017 3.657378
C 8.068743 -1.215201 3.555939
O 6.913236 -0.973472 2.750894
S 7.250729 0.191456 1.675641
O 7.599243 -0.430159 0.433499
O 6.248740 1.206666 1.779248
O 8.610410 0.733121 2.369912
H 8.276388 0.774860 4.394483
H 9.821085 0.032798 3.907054
H 7.783179 -1.610411 4.530069
H 8.695721 -1.945914 3.037085
C 8.292155 -3.537517 -1.492801
C 8.394841 -2.334122 -2.415029
O 8.915021 -2.851318 -3.640852
S 8.383444 -4.369906 -3.843190
O 7.240989 -4.336002 -4.705112
O 9.510972 -5.214913 -4.084702
O 7.865053 -4.616094 -2.326639
H 9.267577 -3.797209 -1.072152
H 7.580015 -3.376705 -0.683406
H 9.048124 -1.559303 -2.015865
H 7.408373 -1.908078 -2.618861
C -5.336840 -1.080033 1.108669
C -3.901061 -0.945697 0.625932
O -3.121983 -1.662814 1.582348
S -3.995512 -2.903908 2.155186
O -3.628441 -4.083266 1.435973
O -3.993700 -2.834194 3.583647
O -5.443510 -2.409975 1.613119
H -5.543455 -0.386187 1.929471
H -6.059515 -0.918437 0.306513
H -3.577134 0.094054 0.567107
H -3.765457 -1.424715 -0.348599
C -3.851943 -1.980665 6.974105
C -2.562228 -1.687319 6.226091
O -1.920242 -0.660103 6.983347
S -2.280219 -0.856006 8.552784
O -1.201173 -1.557616 9.177830
O -2.795179 0.379869 9.055172
O -3.512578 -1.892104 8.358921
H -4.613120 -1.225019 6.760549
H -4.247896 -2.968933 6.741306
H -2.740668 -1.357016 5.204211
H -1.904407 -2.561003 6.215817

Force components x, y, z for each atom (eV/Å):
C -0.690 0.753 -0.553
C -0.624 -1.341 -0.411
C -0.305 -0.165 0.914
C 0.709 0.279 0.585
C 0.659 -0.879 -0.113
C -0.379 1.230 -0.003
C 0.217 -0.673 -0.282
C -0.420 -0.559 0.150
C 1.394 0.951 -0.431
N -0.246 0.487 0.969
P 0.617 -0.941 1.767
N -0.070 1.120 -1.267
C -2.760 -3.274 -1.599
N -2.592 -1.245 4.329
C 1.842 1.418 0.894
B -1.480 -0.666 -1.150
N 2.600 -1.528 1.951
O -1.025 1.615 1.674
N 1.281 0.407 -4.566
Cl 0.510 1.041 -0.591
N 2.135 2.203 0.496
H -0.198 0.698 1.245
H 1.093 0.731 -0.422
H -1.142 -0.793 -1.195
H 0.353 -1.052 -0.978
H -0.512 0.340 1.372
H 0.414 0.889 -1.240
H 0.170 1.082 1.059
H 1.082 0.619 -0.444
H -0.328 -1.051 -1.162
H -0.468 -1.418 -0.609
H -1.440 0.502 0.595
H -0.198 0.979 0.944
H -0.046 -1.331 0.865
H -0.016 1.352 -0.764
H 0.709 0.468 1.396
H -0.116 0.581 -1.478
H -0.514 -1.233 0.182
H -0.031 0.523 1.458
H -0.171 -1.694 -0.186
H -0.957 -0.138 -0.663
H 0.565 -0.579 -0.797
H -0.530 -0.455 -0.040
H -0.288 0.089 -0.883
H 0.150 0.693 -0.286
H 0.239 0.391 -0.630
H 0.090 -0.410 -0.439
C -0.172 0.001 0.660
C 0.638 -0.264 -0.031
O -0.053 0.863 -0.346
S 0.387 -0.068 0.491
O -0.301 0.579 0.543
O 0.555 -0.719 -0.315
O -0.558 -0.541 -0.560
H 0.039 -0.061 -0.007
H -0.055 0.091 -0.261
H -0.233 0.088 -0.162
H 0.017 0.031 0.089
C 0.451 0.253 0.339
C -0.552 0.227 0.271
O 0.095 -0.872 0.094
S 0.007 0.094 0.001
O 0.793 -0.280 0.494
O -0.816 0.562 -0.087
O -0.033 0.301 -0.750
H -0.034 0.055 -0.004
H -0.074 -0.146 -0.194
H 0.080 -0.128 -0.210
H 0.044 0.016 0.107
C 0.199 0.497 0.178
C -0.127 -0.043 -0.570
O -0.618 -0.237 0.576
S 0.288 -0.317 -0.202
O -0.396 0.751 0.754
O 0.113 -0.134 -0.881
O 0.591 -0.155 -0.115
H 0.014 0.055 -0.057
H 0.369 -0.448 0.286
H 0.099 -0.094 0.246
H -0.054 0.039 -0.002
C -0.288 0.228 -0.465
C 0.075 -0.621 -0.133
O -0.503 0.205 0.676
S 0.074 -0.119 0.021
O -0.801 0.609 -0.194
O 0.549 -0.745 -0.254
O 0.782 0.266 -0.011
H 0.028 -0.043 -0.039
H 0.106 0.040 0.232
H 0.089 0.170 0.189
H -0.096 -0.005 -0.059

***

2.
C19H42BrNO5PS4 | the ωB97M-V functional and the def2-TZVPD basis

The calculation puts the strongest force on any atom at 5.71 eV/A. The electronic energy comes out at -154764.154 eV. The charge is +1.

Cartesian coordinates (Å):
C 1.370387 3.390656 3.709201
P 0.287541 4.107400 2.257378
C 0.686742 5.994698 2.296679
C -1.518316 3.767519 2.846863
N -2.369628 4.937765 3.346467
C -3.797980 4.708563 3.868521
C -4.470516 3.206817 3.923380
Br -6.318837 3.044758 4.675953
C -3.583311 1.916860 3.353980
C -2.034210 2.193356 2.797956
C -1.096850 0.926689 2.265639
C -0.589809 1.092055 0.712241
C -0.748290 -0.252954 -0.213627
C -0.050557 -1.608672 0.439202
O -1.116606 -2.627041 0.524956
H 2.328794 4.033238 3.906637
H 1.598698 2.276840 3.429792
H 0.702159 3.373254 4.690995
H 0.384756 6.551737 1.302971
H 0.173396 6.469728 3.250071
H 1.868883 6.059803 2.432465
H -1.976808 5.912391 3.345120
H -4.382623 5.669094 4.231898
H -4.023773 0.813271 3.333585
H -1.792059 -0.035256 2.312103
H -0.203617 0.716940 3.028300
H 0.541119 1.474025 0.708231
H -1.282041 1.933072 0.224435
H -0.171848 -0.067581 -1.238262
H -1.887031 -0.411732 -0.497902
H 0.405844 -1.382620 1.492981
H 0.796925 -1.987902 -0.303291
H -1.800171 -2.213539 1.144100
C 0.927264 -0.544332 -6.106218
S -0.362786 -0.486858 -4.839439
O -0.173419 0.780381 -4.059868
C 0.299195 -1.843169 -3.841438
H 0.739032 0.252074 -6.829978
H 1.907668 -0.393207 -5.648221
H 0.895804 -1.510229 -6.615750
H 1.318794 -1.610792 -3.524753
H 0.288784 -2.765564 -4.426448
H -0.334233 -1.967276 -2.959871
C 1.161567 -2.424016 6.660757
S 0.353544 -1.594525 5.271041
O 1.377713 -1.427223 4.188186
C 0.167372 0.005464 6.095167
H 1.409521 -3.444470 6.359566
H 2.077657 -1.893486 6.931135
H 0.479859 -2.454838 7.513925
H 1.145632 0.384313 6.400703
H -0.480977 -0.106397 6.967112
H -0.289302 0.707019 5.392985
C -1.393819 -5.727401 1.150242
S -2.212377 -7.162726 0.413986
O -2.848575 -7.939862 1.527898
C -0.690414 -8.024284 -0.049854
H -2.159365 -5.057195 1.548095
H -0.735898 -6.047871 1.961554
H -0.817480 -5.203132 0.384380
H -0.076520 -8.201443 0.836498
H -0.137580 -7.423456 -0.775482
H -0.957463 -8.982163 -0.502563
C 4.241029 0.951402 -8.794987
S 2.660957 1.774242 -8.481029
O 1.571942 0.781802 -8.761379
C 2.752870 2.895339 -9.898245
H 4.382046 0.171706 -8.042848
H 4.235433 0.498634 -9.789351
H 5.052869 1.678434 -8.718094
H 2.840040 2.321092 -10.823724
H 3.614262 3.557344 -9.784624
H 1.838989 3.493436 -9.928083

Force components x, y, z for each atom (eV/Å):
C -0.978 -0.452 1.186
P 0.430 0.074 0.099
C -0.011 0.566 0.893
C -2.135 -0.526 1.461
N -2.530 -5.119 0.198
C 0.972 -2.940 -0.819
C 4.282 1.333 -1.618
Br 2.555 0.168 -1.075
C 1.971 3.663 -0.119
C -3.010 2.500 1.698
C -0.613 -0.272 0.349
C -0.026 0.790 -0.496
C 0.966 0.325 -0.417
C -0.476 0.923 -0.663
O 0.210 1.710 1.312
H -1.866 -1.329 -0.596
H -0.137 2.227 0.543
H 1.609 0.079 -1.924
H 0.502 -1.279 2.120
H 1.241 -0.532 -1.962
H -2.652 -0.159 -0.292
H -0.529 -1.492 -0.041
H 1.364 -2.295 -0.879
H 0.947 2.724 0.131
H 1.280 2.121 0.090
H -1.955 0.616 -1.672
H -2.613 -0.844 -0.040
H 1.731 -1.735 0.959
H -1.434 -0.012 2.142
H 2.376 0.075 0.790
H -0.711 -0.504 -1.903
H -1.982 0.586 1.786
H 1.350 -1.013 -1.309
C -0.131 0.132 0.142
S 0.313 0.136 -0.022
O 0.061 -0.481 -0.071
C 0.023 -0.006 0.165
H -0.060 -0.220 0.128
H -0.102 -0.001 0.104
H -0.081 0.097 0.024
H -0.055 0.070 -0.080
H -0.042 0.102 0.010
H -0.014 0.043 -0.136
C 0.088 -0.023 0.011
S 0.320 -0.058 -0.061
O -0.420 0.188 0.378
C 0.101 0.090 0.051
H -0.101 0.174 -0.069
H -0.091 0.016 -0.116
H -0.008 0.012 -0.122
H -0.032 -0.095 -0.058
H 0.026 -0.036 -0.089
H 0.008 -0.143 0.019
C 0.083 -0.050 0.027
S -0.116 -0.259 0.477
O 0.417 0.402 -0.498
C 0.083 -0.085 0.036
H 0.055 -0.171 -0.145
H -0.088 -0.085 -0.059
H -0.147 -0.030 0.074
H -0.124 0.043 -0.016
H -0.094 -0.005 0.036
H -0.079 0.172 0.081
C 0.024 -0.105 -0.063
S -0.116 -0.157 -0.252
O 0.538 0.413 -0.110
C -0.064 0.002 -0.098
H -0.114 0.141 -0.053
H -0.091 0.058 0.077
H -0.112 -0.014 0.030
H -0.023 -0.036 0.137
H -0.061 -0.070 0.067
H 0.100 -0.144 0.110